{"formula": "C25H52ClN5OSi3Sn", "method": "wB97M-V/def2-TZVPD", "gap_ev": 7.46, "relative_energy_kj_mol": 23.1, "total_charge": 2, "homo_ev": -12.9564, "species": ["Sn", "C", "O", "Si", "C", "C", "C", "Si", "C", "C", "C", "Si", "C", "C", "C", "H", "H", "H", "H", "H", "H", "H", "H", "H", "H", "H", "H", "H", "H", "H", "H", "H", "H", "H", "H", "H", "H", "H", "H", "H", "H", "H", "N", "C", "C", "N", "C", "C", "H", "H", "H", "H", "H", "H", "H", "H", "H", "H", "H", "Cl", "C", "C", "C", "C", "N", "C", "H", "H", "H", "H", "N", "C", "N", "C", "C", "C", "C", "C", "H", "H", "H", "H", "H", "H", "H", "H", "H", "H"], "positions_angstrom": [[0.92, 0.50, -0.49], [4.36, 1.57, -0.62], [3.31, 0.60, -0.49], [3.56, -1.07, -0.28], [4.52, -1.31, 1.29], [4.69, -1.66, -1.63], [1.76, -1.55, -0.33], [1.40, -2.54, -1.89], [2.41, -4.08, -2.12], [-0.40, -3.08, -2.00], [1.61, -1.34, -3.33], [1.22, -2.27, 1.31], [1.26, -0.82, 2.53], [-0.59, -2.78, 1.36], [2.18, -3.77, 1.86], [5.01, 1.32, -1.46], [4.96, 1.60, 0.30], [3.92, 2.55, -0.78], [5.38, -0.63, 1.28], [4.92, -2.33, 1.34], [3.96, -1.13, 2.21], [5.65, -1.15, -1.53], [4.33, -1.50, -2.64], [4.89, -2.73, -1.50], [2.42, -4.71, -1.22], [3.44, -3.88, -2.40], [1.96, -4.67, -2.93], [-0.65, -3.84, -1.26], [-0.58, -3.50, -2.99], [-1.06, -2.22, -1.86], [2.43, -0.62, -3.16], [0.69, -0.76, -3.47], [1.82, -1.85, -4.27], [0.32, -0.26, 2.43], [2.09, -0.12, 2.33], [1.35, -1.13, 3.57], [-1.22, -2.09, 0.79], [-0.93, -2.76, 2.40], [-0.76, -3.79, 0.98], [3.22, -3.56, 2.08], [2.14, -4.55, 1.10], [1.72, -4.17, 2.77], [-3.58, 4.67, 2.00], [-3.92, 3.27, 1.54], [-2.72, 2.37, 1.80], [-1.48, 2.85, 1.20], [-1.20, 4.22, 1.58], [-2.35, 5.18, 1.28], [-3.39, 4.65, 3.00], [-4.37, 5.30, 1.86], [-4.14, 3.33, 0.48], [-4.81, 2.94, 2.07], [-2.95, 1.37, 1.43], [-2.57, 2.28, 2.88], [-1.46, 2.71, 0.20], [-0.30, 4.58, 1.08], [-1.00, 4.24, 2.66], [-2.58, 5.20, 0.22], [-2.14, 6.19, 1.63], [4.05, 5.62, 1.74], [3.03, 5.25, 0.40], [2.98, 6.09, -0.70], [2.14, 5.74, -1.75], [1.39, 4.58, -1.64], [1.44, 3.77, -0.58], [2.25, 4.11, 0.42], [3.59, 6.98, -0.74], [2.09, 6.35, -2.64], [0.73, 4.27, -2.45], [2.28, 3.44, 1.28], [-1.72, 0.14, -0.58], [-2.62, -0.61, -0.54], [-3.63, -1.43, -0.49], [-4.34, -1.69, 0.78], [-4.92, -3.11, 0.77], [-4.14, -4.01, -0.18], [-4.30, -3.53, -1.63], [-4.22, -2.00, -1.73], [-5.13, -0.95, 0.90], [-3.62, -1.57, 1.59], [-5.97, -3.09, 0.48], [-4.88, -3.51, 1.79], [-4.48, -5.04, -0.10], [-3.08, -4.00, 0.09], [-5.28, -3.84, -2.01], [-3.55, -3.99, -2.26], [-5.21, -1.55, -1.85], [-3.61, -1.68, -2.57]]}